one | A structure of composition C8H14O, computed with wB97M-V/def2-TZVPD.

Last column: natural (NBO) charge in e.
Element x y z (Å)
C (-0.24, 0.16, 0.71)  0.05
C (-0.27, 0.58, -0.58)  -0.17
C (1.66, -0.44, 0.38)  0.13
C (-0.14, 1.65, 0.49)  -0.52
C (-0.87, -0.75, 1.69)  -0.65
C (2.67, 0.33, -0.43)  -0.67
C (-2.20, 0.52, -0.92)  -0.22
C (-2.69, -0.66, -1.28)  -0.46
O (1.53, -1.77, -0.04)  -0.71
H (1.29, -1.78, -0.98)  0.46
H (0.10, 0.33, -1.57)  0.22
H (1.93, -0.45, 1.43)  0.17
H (0.74, 2.03, 1.01)  0.21
H (-0.64, 2.56, 0.16)  0.24
H (-2.81, 1.42, -1.03)  0.18
H (-0.83, -1.79, 1.34)  0.23
H (-1.92, -0.47, 1.84)  0.24
H (-0.36, -0.69, 2.65)  0.22
H (2.42, 0.32, -1.50)  0.20
H (2.72, 1.38, -0.11)  0.23
H (3.67, -0.10, -0.34)  0.23
H (-2.09, -1.57, -1.17)  0.18
H (-3.66, -0.79, -1.75)  0.20

Calculated values
**2S+1**: 1
**Net charge**: 0
**HOMO-LUMO gap**: 8.677 eV

two | A structure of composition C8H14O, computed with wB97M-V/def2-TZVPD.

Last column: natural (NBO) charge in e.
Element x y z (Å)
C (0.94, 1.23, -0.44)  0.19
C (-0.13, 1.46, 0.59)  -0.50
C (-0.75, -0.24, -2.02)  -0.66
C (0.24, -0.69, 1.91)  -0.62
C (0.22, -0.48, -0.88)  -0.03
C (-0.59, -0.02, 0.82)  -0.01
C (1.07, -1.52, -0.99)  -0.42
C (-1.98, -0.24, 0.83)  -0.40
O (2.25, 1.14, -0.02)  -0.69
H (2.31, 1.30, 0.93)  0.48
H (0.88, 1.77, -1.38)  0.18
H (-0.94, 2.05, 0.17)  0.23
H (0.24, 1.92, 1.51)  0.20
H (-1.59, -0.92, -1.97)  0.22
H (-1.17, 0.77, -2.03)  0.21
H (-0.26, -0.41, -2.98)  0.22
H (1.32, -0.61, 1.74)  0.20
H (0.03, -0.22, 2.88)  0.22
H (0.00, -1.75, 1.96)  0.22
H (1.82, -1.73, -0.23)  0.19
H (1.10, -2.14, -1.88)  0.19
H (-2.36, -1.24, 0.68)  0.19
H (-2.69, 0.58, 0.80)  0.19

Calculated values
**2S+1**: 1
**Net charge**: 0
**HOMO-LUMO gap (alpha / beta)**: 7.579 / 7.081 eV

three | The molecule C8H14O, computed with wB97M-V/def2-TZVPD.

Last column: natural (NBO) charge in e.
Element x y z (Å)
C (1.72, -1.53, -0.39)  -0.62
C (1.70, -0.38, 0.51)  -0.40
C (0.41, 0.26, 0.16)  -0.08
C (-0.98, -0.30, 0.31)  0.26
O (-1.24, -0.82, 1.59)  -0.70
C (-1.87, -0.91, -0.85)  -0.43
C (-2.21, 0.40, -0.32)  -0.46
C (0.57, 1.47, -0.78)  -0.43
C (0.33, 1.72, 0.67)  -0.43
H (1.74, -1.23, -1.45)  0.21
H (0.96, -2.33, -0.25)  0.22
H (2.61, -2.07, -0.11)  0.21
H (2.53, 0.38, 0.32)  0.21
H (1.82, -0.59, 1.59)  0.22
H (-1.11, -0.01, 2.18)  0.46
H (-1.40, -1.23, -1.78)  0.22
H (-2.54, -1.71, -0.57)  0.22
H (-3.15, 0.32, 0.28)  0.23
H (-2.20, 1.25, -0.94)  0.22
H (1.71, 1.50, -1.08)  0.21
H (0.01, 1.89, -1.62)  0.24
H (1.26, 1.93, 1.33)  0.21
H (-0.67, 1.99, 1.20)  0.22

Calculated values
**2S+1**: 1
**Net charge**: 0
**HOMO-LUMO gap**: 9.970 eV
**SMILES**: CCC1(C2(O)CC2)CC1

three is preferred energetically. Next in line: 0.0524 hartree higher.

one | The molecule C3H7F2P, computed with wB97M-V/def2-TZVPD.

Last column: natural (NBO) charge in e.
Element x y z (Å)
C (-1.87, 0.18, -0.17)  -0.67
C (-0.44, 0.66, 0.12)  0.16
F (-0.04, 1.72, -0.66)  -0.36
C (0.58, -0.45, 0.10)  -0.05
F (0.40, -1.37, -0.89)  -0.36
P (2.32, 0.35, 0.07)  0.24
H (-2.15, -0.27, -1.14)  0.24
H (-2.22, -0.66, 0.45)  0.23
H (-2.59, 0.99, -0.06)  0.23
H (-0.26, 1.04, 1.17)  0.17
H (0.55, -1.02, 1.02)  0.19
H (2.76, -0.49, -1.00)  0.01
H (2.95, -0.68, 0.99)  -0.02

Calculated values
**2S+1**: 1
**Net charge**: 0
**HOMO-LUMO gap**: 10.747 eV
**SMILES**: C[C@H](F)[C@@H](F)P

two | A cluster of 2 separate species, C3H7F2P in total, computed with wB97M-V/def2-TZVPD.

Last column: natural (NBO) charge in e.
Element x y z (Å)
C (0.07, -0.39, 2.00)  -0.59
C (-0.11, 0.09, 0.55)  -0.51
C (-1.23, -0.52, -0.31)  0.74
F (-1.13, -1.74, -0.94)  -0.34
F (-2.54, -0.24, -0.14)  -0.33
P (-1.36, 0.98, -3.09)  0.06
H (0.84, 0.17, 2.42)  0.21
H (0.19, -1.38, 2.02)  0.21
H (-0.84, -0.03, 2.54)  0.20
H (0.82, 0.13, -0.01)  0.23
H (-0.44, 1.07, 0.72)  0.23
H (-0.72, 2.11, -3.51)  -0.07
H (-2.32, 1.79, -2.42)  -0.05

Calculated values
**2S+1**: 1
**Net charge**: 0
**HOMO-LUMO gap (alpha / beta)**: 6.970 / 9.354 eV

one is preferred energetically. Next in line: 0.1009 hartree higher.

one | A cluster of 2 separate species, CH4N2O in total, computed with wB97M-V/def2-TZVPD.

Last column: natural (NBO) charge in e.
Element x y z (Å)
C (-0.86, 0.17, -0.48)  -0.10
N (1.29, 0.45, 0.94)  -0.01
N (1.64, -0.59, 1.28)  -0.35
O (-1.46, 0.56, -1.59)  -0.66
H (-0.57, -0.84, -0.18)  0.16
H (-0.87, 1.03, 0.30)  0.16
H (-1.64, -0.19, -2.13)  0.47
H (2.45, -0.59, 1.85)  0.33

Calculated values
**2S+1**: 1
**Net charge**: 0
**HOMO-LUMO gap (alpha / beta)**: 7.499 / 9.164 eV

two | The molecule CH4N2O, computed with wB97M-V/def2-TZVPD.

Last column: natural (NBO) charge in e.
Element x y z (Å)
H (-1.58, -1.87, 0.49)  0.34
N (-1.57, -0.86, 0.36)  -0.64
C (-0.32, -0.48, 0.14)  0.23
N (0.02, 0.81, -0.17)  -0.35
O (1.43, 0.80, -0.53)  -0.59
H (0.59, -1.04, 0.35)  0.16
H (0.07, 1.34, 0.69)  0.37
H (1.37, 1.32, -1.32)  0.48

Calculated values
**2S+1**: 1
**Net charge**: 0
**HOMO-LUMO gap**: 11.055 eV
**SMILES**: [H]/N=C/NO

three | A cluster of 2 separate species, CH4N2O in total, computed with wB97M-V/def2-TZVPD.

Last column: natural (NBO) charge in e.
Element x y z (Å)
C (-0.39, -0.42, 1.07)  0.42
N (-0.04, 0.59, 0.43)  -0.68
N (2.04, 1.18, -0.59)  -0.28
O (-1.12, -1.46, 0.68)  -0.65
H (-0.29, -0.54, 2.20)  0.15
H (-0.24, 0.47, -0.56)  0.34
H (2.68, 1.47, 0.25)  0.24
H (-1.33, -1.22, -0.22)  0.47

Calculated values
**2S+1**: 1
**Net charge**: 0
**HOMO-LUMO gap (alpha / beta)**: 9.535 / 9.449 eV

four | The molecule CH4N2O, computed with wB97M-V/def2-TZVPD.

Last column: natural (NBO) charge in e.
Element x y z (Å)
H (-0.69, -1.13, -0.22)  0.32
N (-1.61, -0.60, 0.00)  -0.67
C (-0.81, 0.46, 0.07)  0.22
N (0.49, 0.55, 0.03)  -0.33
O (1.46, -0.46, -0.10)  -0.57
H (-1.30, 1.52, -0.09)  0.18
H (0.95, 1.34, -0.33)  0.37
H (2.09, -0.50, 0.74)  0.48

Calculated values
**2S+1**: 1
**Net charge**: 0
**HOMO-LUMO gap**: 9.572 eV
**SMILES**: [H]/N=C\NO

two is preferred energetically. Next in line: 0.0349 hartree higher.

one | The molecule CH4N2O, computed with wB97M-V/def2-TZVPD.

Last column: natural (NBO) charge in e.
Element x y z (Å)
O (-0.31, 1.50, -0.02)  -0.68
C (0.37, 0.32, 0.02)  0.32
N (0.05, -0.87, -0.71)  -0.48
N (-0.10, -0.87, 0.73)  -0.50
H (-1.26, 1.28, 0.03)  0.47
H (1.39, 0.65, -0.12)  0.16
H (-0.84, -0.69, -1.24)  0.34
H (0.69, -1.32, 1.31)  0.36

Calculated values
**2S+1**: 1
**Net charge**: 0
**HOMO-LUMO gap**: 10.572 eV
**SMILES**: OC1NN1

two | A cluster of 2 separate species, CH4N2O in total, computed with wB97M-V/def2-TZVPD.

Last column: natural (NBO) charge in e.
Element x y z (Å)
N (1.15, 0.44, -0.56)  -0.78
C (0.43, -0.55, -0.51)  0.68
N (-0.25, -1.48, -0.14)  -0.72
H (2.15, 0.45, -0.60)  0.42
H (-0.84, -2.06, -0.70)  0.41
O (-1.16, 1.30, 0.83)  -0.98
H (-1.23, 0.44, 1.26)  0.47
H (-0.25, 1.47, 0.42)  0.50

Calculated values
**2S+1**: 1
**Net charge**: 0
**HOMO-LUMO gap**: 11.337 eV
**SMILES**: N=C=N.O

three | The molecule CH4N2O, computed with wB97M-V/def2-TZVPD.

Last column: natural (NBO) charge in e.
Element x y z (Å)
N (-0.76, 0.97, 0.19)  -0.85
C (-0.18, -0.26, 0.34)  0.77
N (0.96, -0.51, -0.46)  -0.88
O (-0.55, -1.05, 1.17)  -0.61
H (-1.20, 1.51, 0.92)  0.41
H (-0.52, 1.44, -0.66)  0.38
H (0.77, -0.79, -1.40)  0.38
H (1.47, -1.31, -0.09)  0.39

Calculated values
**2S+1**: 1
**Net charge**: 0
**HOMO-LUMO gap**: 10.602 eV
**SMILES**: NC(N)=O

three is preferred energetically. Next in line: 0.0515 hartree higher.

one | The molecule CH4N2O, computed with wB97M-V/def2-TZVPD.

Last column: natural (NBO) charge in e.
Element x y z (Å)
C (-0.34, -0.15, -0.13)  -0.11
N (0.44, 1.11, 0.16)  -0.33
O (1.67, 0.43, 0.05)  -0.29
N (1.17, -0.91, -0.03)  -0.29
H (-1.07, -0.29, 0.69)  0.20
H (-0.72, -0.20, -1.24)  0.19
H (0.35, 1.65, -0.64)  0.33
H (1.23, -1.15, 1.07)  0.32

Calculated values
**2S+1**: 1
**Net charge**: 0
**HOMO-LUMO gap**: 9.676 eV
**SMILES**: C1NON1

two | A structure of composition CH4N2O, computed with wB97M-V/def2-TZVPD.

Last column: natural (NBO) charge in e.
Element x y z (Å)
C (-1.11, 0.35, 0.00)  0.49
H (2.03, -0.75, 1.06)  0.32
H (0.25, -1.51, -0.47)  0.39
H (0.75, 1.38, -0.55)  0.36
H (-1.66, 1.35, -0.17)  0.15
N (1.18, -0.55, -0.18)  -0.64
N (0.26, 0.48, 0.23)  -0.47
O (-1.69, -0.76, 0.08)  -0.60

Calculated values
**2S+1**: 1
**Net charge**: 0
**HOMO-LUMO gap**: 9.515 eV

one is preferred energetically. Next in line: 0.0122 hartree higher.